1.
Formula: CH13O5S
Source: the OMol25 dataset
Level of theory: ωB97M-V with the def2-TZVPD basis set

Computed properties:
Charge ... -1
HOMO energy ... -3.63 eV

Atoms and positions in Å:
C: -1.38650 -1.44986 2.75703
S: -0.82358 -1.13824 0.99098
H: -1.58588 -2.51021 2.75392
H: -2.41790 -1.08483 2.78081
H: -0.74409 -1.09484 3.58389
H: -0.53549 -0.55107 -1.33575
H: -1.56367 -0.88156 -2.53126
O: -0.65418 -0.66675 -2.34781
H: 1.69012 -0.05922 -0.56154
H: 0.82405 1.21016 -1.10561
O: 1.69903 0.87650 -0.76131
H: -0.69783 1.11341 0.76093
H: -1.27964 1.78932 1.90890
O: -0.89277 1.99055 1.15913
H: 1.15765 -2.06751 -2.76420
H: 2.41263 -2.93653 -3.42541
O: 1.83162 -2.16891 -3.44360
H: 1.58064 2.87591 0.40186
H: 0.31426 3.09927 0.61183
O: 1.07154 3.65442 0.56720

=====

2.
Formula: CH14Fe2O10
Source: the OMol25 dataset
Level of theory: ωB97M-V with the def2-TZVPD basis set

Computed properties:
Charge ... +2
⟨S²⟩ ... 20.016
Spin multiplicity ... 9
HOMO energy (spin up / spin down) ... -15.97 / -15.94 eV

Atoms and positions in Å:
Fe: -3.18386 -1.62425 1.04243
Fe: -2.44599 1.99398 1.14170
C: -0.49396 -0.26189 0.12821
O: 0.54987 -0.51071 -0.51616
O: -0.67046 0.84036 0.63739
O: -1.47613 -1.04379 0.07192
O: 1.02498 0.43668 2.90612
H: 0.60043 0.86060 2.16027
H: 1.43369 -0.34603 2.53661
O: 1.16174 2.41970 -1.31795
H: 1.05607 2.89153 -0.49185
H: 0.99396 1.50418 -1.09458
O: -1.23477 -3.00438 -2.09523
H: -0.28926 -3.14948 -2.06079
H: -1.37082 -2.19198 -1.60766
O: 2.83935 -0.45929 1.00276
H: 2.08331 -0.63507 0.44263
H: 2.89647 0.49561 1.03613
O: 0.47488 -3.02784 1.83677
H: 0.76095 -3.86562 1.47275
H: 0.54002 -2.41365 1.10550
O: -1.59522 3.68821 0.36760
H: -0.67399 3.63028 0.11422
H: -1.90904 4.49023 -0.05013
O: -0.63876 -0.01464 -3.07455
H: -0.54472 -0.30271 -2.16659
H: 0.11127 -0.40004 -3.52751

=====

3.
Formula: CH14N2O4
Source: the OMol25 dataset
Level of theory: ωB97M-V with the def2-TZVPD basis set

Computed properties:
Charge ... 0
HOMO energy ... -8.77 eV
Structure (SMILES) ... NCN.O.O.O.O

Atoms and positions in Å:
N: 1.25149 2.19609 1.04556
C: -0.20640 1.95103 1.06284
N: -0.45194 0.51841 0.91844
H: 1.70023 2.16750 1.95701
H: 1.80909 1.83959 0.29249
H: -0.58356 2.54730 1.91406
H: -0.60279 2.40379 0.11526
H: 0.39247 0.11829 0.54334
H: -0.82636 -0.00200 1.69346
O: -1.43073 -2.07833 -1.11059
H: -1.00972 -2.16986 -1.97466
H: -1.72199 -1.14040 -1.04996
O: -2.31806 0.40298 -1.60226
H: -1.61159 0.93096 -1.99772
H: -2.21802 0.68025 -0.67268
O: 0.51188 -2.05877 0.48235
H: -0.41401 -2.09507 0.06829
H: 0.77784 -2.98308 0.52405
O: 2.57650 -0.19072 -0.42381
H: 1.91973 -0.50628 0.21955
H: 3.21551 -0.91472 -0.29272

=====

4.
Formula: CH14O5S
Source: the OMol25 dataset
Level of theory: ωB97M-V with the def2-TZVPD basis set

Computed properties:
Charge ... 0
HOMO energy ... -8.91 eV
Structure (SMILES) ... CS.O.O.O.O.O

Atoms and positions in Å:
C: -2.84642 0.27946 1.36030
S: -1.14974 0.59146 2.07679
H: -3.23467 -0.72077 1.59418
H: -2.80916 0.48727 0.30534
H: -3.43689 0.98145 1.86599
H: -1.25788 0.62360 3.39912
O: 4.04295 0.20349 0.55880
H: 4.69231 0.85931 0.29335
H: 3.28679 0.43634 0.05237
O: 1.70189 -1.49300 -0.39381
H: 1.08653 -2.28255 -0.28856
H: 2.27728 -1.56802 0.32628
O: 1.46836 1.02651 -0.49443
H: 1.54390 1.83646 -0.95488
H: 0.91702 0.52874 -1.20598
O: -1.53044 1.24457 -1.22712
H: -1.47555 0.33574 -0.99640
H: -0.86543 1.68254 -0.75802
O: -1.14991 -1.81921 -1.61685
H: -1.07026 -1.40715 -2.46613
H: -0.19067 -1.82625 -1.43036

=====

charge of number 2 (CH14Fe2O10)? +2